# 1
20
Properties=species:S:1:pos:R:3:forces:R:3 method="wB97M-V/def2-TZVPD" lumo_energy_ha=-0.1036 fmax_ev_per_a=5.0 total_charge=+1 homo_lumo_gap_ev=12.935
O 0.680 -1.116 0.870 -0.5 1.0 -0.2
O 1.910 -1.503 3.115 1.8 -1.0 -2.0
O 0.800 1.129 1.251 0.3 0.3 0.6
N -0.450 0.308 -0.652 1.1 1.5 2.5
C -0.701 1.784 -0.860 1.1 0.1 0.7
C -1.668 -0.504 -0.542 -0.1 0.6 -5.0
C 0.363 -0.227 -1.717 -0.6 2.7 -3.5
C 0.458 0.160 0.689 -0.9 -1.1 -1.1
H 1.145 -1.249 1.761 0.6 -0.3 0.1
H -0.769 1.958 -1.934 0.5 0.2 0.2
H -1.666 2.029 -0.477 -0.6 0.2 0.7
H 1.318 -1.081 3.685 -1.0 1.2 2.0
H 0.113 -1.221 -1.849 0.3 -2.1 -0.2
H -2.153 -0.448 -1.629 1.0 -0.4 2.2
H -1.318 -1.469 -0.364 -0.2 -1.7 0.6
H -2.390 -0.097 0.056 -1.4 0.9 2.1
H -0.014 0.346 -2.644 0.6 -1.3 1.1
H 0.112 2.330 -0.265 -1.3 -0.5 -1.4
H 1.403 0.035 -1.709 0.5 -0.2 0.7
H 2.826 -1.163 3.215 -1.1 -0.1 0.2

# 2
20
Properties=species:S:1:pos:R:3:forces:R:3 method="wB97M-V/def2-TZVPD" lumo_energy_ha=-0.2778 fmax_ev_per_a=5.2 total_charge=+1 homo_lumo_gap_ev=6.236
N -0.573 1.137 0.338 -0.3 -4.8 2.0
N -0.809 -0.732 2.452 -1.4 1.6 1.7
C -1.260 -1.096 1.144 0.2 -0.9 1.2
C -0.845 -0.822 -1.395 0.3 2.5 -1.4
C -0.658 -0.232 0.031 -4.4 1.2 -1.8
C 0.874 -0.090 -3.151 0.2 -0.8 -0.3
C -0.298 0.097 -2.554 1.7 -1.1 0.7
H -2.391 -1.045 0.955 1.4 0.1 0.1
H -0.537 1.766 -0.409 0.7 1.1 -2.5
H 1.593 -0.772 -2.752 0.4 -0.7 -0.1
H 1.098 0.325 -4.141 0.1 0.4 0.8
H -0.944 -2.155 1.053 -0.3 0.6 -0.7
H -1.331 0.123 2.912 1.5 -2.6 -1.1
H 4.885 3.716 4.184 0.6 1.1 0.0
H 0.406 0.020 0.251 2.5 1.1 0.8
H -0.492 -1.852 -1.474 0.5 0.3 0.2
H -0.676 0.974 -3.002 -2.3 0.6 0.1
H 4.556 3.088 4.176 -0.6 -1.1 0.0
H -1.895 -0.894 -1.703 -0.2 0.0 0.9
H -0.703 -1.557 3.084 -0.4 1.4 -0.7

# 3
14
Properties=species:S:1:pos:R:3:forces:R:3 method="wB97M-V/def2-TZVPD" lumo_energy_ha=0.0423 fmax_ev_per_a=3.8 homo_lumo_gap_ev=10.163 smiles=C[C@H]1C[C@H]1N
N 1.410 -0.846 0.192 -0.8 -1.0 -0.8
C 0.733 0.265 -0.439 0.2 0.7 0.9
C 0.043 1.319 0.454 0.1 -0.1 -1.3
C -0.759 0.337 -0.404 0.7 1.4 -1.3
C -1.460 -0.804 0.159 -2.4 -2.6 1.3
H -2.603 -0.571 0.216 2.0 -0.6 0.2
H -1.051 -1.042 1.192 -0.8 0.2 -1.2
H 0.161 2.370 0.076 -0.4 -1.2 0.7
H 2.343 -0.650 0.524 0.0 0.1 -0.2
H 1.405 -1.685 -0.430 0.2 1.1 0.8
H -1.364 -1.816 -0.445 -0.1 2.1 0.9
H -1.249 0.793 -1.283 0.5 -0.4 0.4
H -0.009 1.144 1.520 0.3 0.1 0.0
H 1.159 0.683 -1.329 0.4 0.2 -0.4

# 4
12
Properties=species:S:1:pos:R:3:forces:R:3 method="wB97M-V/def2-TZVPD" lumo_energy_ha="-0.0381 / -0.0381" fmax_ev_per_a=3.0 homo_lumo_gap_ev="8.371 / 8.371"
S 0.297 1.254 -0.788 1.4 -1.6 1.5
F 2.681 0.638 1.013 0.1 -0.3 -0.1
O -1.099 1.398 0.016 0.1 0.5 0.3
O 2.624 -1.461 -0.880 0.1 0.1 0.1
C 1.592 -0.072 0.747 -1.2 2.4 -1.4
C -2.148 0.496 -0.285 -0.3 -0.3 -0.2
C 1.689 -1.200 -0.168 -0.2 -0.7 -0.3
H -1.895 -0.520 0.027 0.0 0.0 0.0
H -3.013 0.846 0.274 0.0 0.0 0.0
H 0.760 -1.807 -0.168 0.1 0.0 0.0
H 0.886 -0.066 1.568 -0.1 -0.2 0.0
H -2.375 0.492 -1.354 0.0 0.0 0.0

# 5
31
Properties=species:S:1:pos:R:3:forces:R:3 method="wB97M-V/def2-TZVPD" lumo_energy_ha=-0.2051 fmax_ev_per_a=5.5 total_charge=+1 homo_lumo_gap_ev=7.469
Br -3.293 0.593 -0.299 0.9 -0.4 0.3
N -0.503 1.784 -0.041 0.6 3.0 0.6
N -0.419 -0.587 0.273 -2.5 0.5 0.0
N -0.792 0.291 -1.888 0.7 -1.2 -0.7
C -1.430 2.589 -2.085 -0.2 0.8 2.7
C -0.838 -0.412 1.705 0.6 1.0 3.3
C 1.017 -1.135 0.285 -0.2 -0.4 -1.1
C 0.176 -1.305 2.551 -2.8 -0.6 -1.1
C -0.768 2.881 -0.724 -1.0 -5.2 -1.7
C 1.371 -1.663 -1.083 -1.3 -2.6 -0.1
C -0.762 0.580 -0.590 -1.2 0.4 1.6
C -1.109 1.281 -2.608 -0.9 -0.7 -3.0
C 0.994 -2.037 1.508 -0.9 -0.7 0.5
C 1.949 0.014 0.498 0.6 2.3 0.2
H 2.976 -0.362 0.697 -0.8 0.2 0.5
H -1.865 -0.670 1.974 0.0 -0.3 -1.2
H 0.662 -0.634 3.183 1.3 0.7 1.0
H -1.330 1.013 -3.701 0.7 0.8 1.5
H -0.744 3.859 -0.345 0.6 1.0 0.7
H -1.179 3.345 -2.766 -0.5 1.3 -1.2
H 1.829 -0.823 -1.564 -0.4 -0.1 -1.4
H -2.547 2.543 -1.742 1.1 0.1 -0.8
H -0.397 -2.038 3.170 0.5 0.7 -0.4
H 0.602 -3.097 1.508 0.5 1.1 -1.1
H 1.993 -2.061 1.819 1.6 -0.5 0.5
H -1.079 -1.280 -0.140 0.7 0.0 0.3
H 1.488 0.691 1.276 1.3 -0.5 -0.5
H -0.785 0.662 2.142 0.3 -1.6 -1.7
H 0.493 -2.243 -1.587 1.6 1.4 0.5
H 2.134 0.642 -0.442 -0.7 -0.7 1.3
H 2.155 -2.419 -0.982 0.0 0.1 0.2

# 6
52
Properties=species:S:1:pos:R:3:forces:R:3 method="wB97M-V/def2-TZVPD" s_squared=0.76 lumo_energy_ha="-0.1003 / -0.1014" fmax_ev_per_a=1.1 multiplicity=2 total_charge=+1 homo_lumo_gap_ev="7.561 / 7.624"
Br -1.187 0.131 -2.531 0.0 0.0 -0.3
Se 2.525 0.453 1.254 0.1 0.1 0.0
Se 0.126 -2.153 0.139 0.0 0.0 0.0
Ti 0.917 0.086 -0.516 1.1 -0.1 -0.3
S 1.616 2.228 -1.858 0.1 0.0 -0.2
O 2.202 -0.926 -1.879 0.4 -0.2 0.0
O 4.157 -3.996 1.322 0.1 0.1 -0.2
O -4.793 1.949 0.650 0.0 0.0 0.1
N -0.882 0.880 0.073 -0.9 0.1 0.4
N 0.536 4.347 -0.596 -0.3 0.1 0.2
N 2.823 4.289 -0.710 0.3 0.2 0.0
C -1.797 0.789 -0.878 -0.7 0.1 -0.2
C -2.571 1.712 1.533 0.3 0.0 0.1
C -0.786 4.010 -1.117 0.2 0.1 0.0
C -1.279 1.324 1.273 0.0 0.0 0.3
C -3.122 1.125 -0.735 0.2 -0.1 -0.1
C 0.507 5.245 0.565 -0.1 -0.3 -0.1
C 2.993 5.748 -0.764 0.0 -0.2 -0.1
C 3.415 -1.462 -1.236 -0.5 0.1 -0.1
C 1.834 -3.100 -0.110 0.2 0.0 -0.1
C 3.124 -2.268 0.034 -0.3 0.1 0.1
C 3.099 -1.428 1.345 0.1 -0.1 -0.2
C -3.508 1.607 0.510 -0.5 0.1 0.0
C 4.081 3.536 -0.745 -0.1 0.2 -0.1
C 1.650 3.707 -0.985 0.0 -0.1 0.2
C 4.304 -3.234 0.133 0.1 -0.2 0.4
H 1.820 -3.598 -1.083 0.0 0.0 0.0
H 3.244 6.170 0.208 0.0 0.0 0.0
H 2.460 -1.911 2.075 0.0 -0.1 0.0
H 4.893 -4.612 1.397 0.0 0.0 0.0
H -0.696 3.534 -2.089 0.0 0.0 0.0
H -1.312 3.346 -0.430 0.0 0.1 0.0
H 3.910 -2.074 -1.987 0.0 -0.1 0.0
H 4.478 3.488 -1.760 0.0 0.0 0.0
H 1.419 5.136 1.145 0.0 0.0 0.0
H 4.033 -0.598 -1.021 0.0 0.2 0.0
H 3.807 5.962 -1.456 0.0 0.0 0.0
H 0.375 6.289 0.281 0.0 0.0 0.0
H 5.236 -2.655 0.160 0.1 0.0 0.0
H 3.935 2.531 -0.365 -0.1 0.0 0.0
H 2.095 6.220 -1.147 0.0 0.0 0.0
H 1.844 -3.882 0.643 0.0 0.0 0.0
H -0.336 4.951 1.192 0.0 0.0 0.0
H -4.984 2.233 1.553 0.0 0.0 0.0
H -0.511 1.347 2.033 0.0 0.0 0.1
H -1.354 4.936 -1.209 0.0 0.0 0.0
H -2.841 2.062 2.521 0.0 0.0 -0.1
H 4.329 -3.875 -0.753 0.0 -0.1 0.0
H 4.787 4.065 -0.107 0.0 0.0 0.0
H 1.742 -1.661 -2.312 0.1 0.1 0.1
H -3.834 1.015 -1.541 0.0 0.0 0.0
H 4.104 -1.376 1.759 0.0 0.0 0.0

# 7
12
Properties=species:S:1:pos:R:3:forces:R:3 method="wB97M-V/def2-TZVPD" lumo_energy_ha=-0.0204 fmax_ev_per_a=7.3 homo_lumo_gap_ev=8.390
Cl 3.016 0.159 -0.260 -1.8 0.0 0.1
S 0.290 2.717 -0.132 0.2 1.3 0.1
O -1.787 -0.474 -0.818 -3.5 0.4 4.6
C 0.302 -0.774 0.499 0.1 -2.0 2.1
C -0.916 0.181 0.245 3.2 -3.5 -5.5
C 1.182 0.015 -0.397 1.0 1.9 -0.5
C 0.224 1.153 -0.197 -0.7 -0.3 -0.7
H 0.287 -1.794 0.038 -0.7 0.5 1.4
H -1.377 0.554 1.031 -2.7 1.4 3.6
H 0.953 -0.288 -1.398 0.4 -0.4 -0.8
H 0.600 -0.678 1.594 -0.2 -0.6 -1.4
H -2.775 -0.771 -0.203 4.7 1.4 -3.0

# 8
8
Properties=species:S:1:pos:R:3:forces:R:3 method="wB97M-V/def2-TZVPD" lumo_energy_ha=0.0368 fmax_ev_per_a=3.5 homo_lumo_gap_ev=11.118 smiles=N.N
N -1.598 0.191 0.776 2.2 -0.9 -2.6
N 1.463 -0.121 -0.527 -0.9 0.2 -1.2
H -1.662 -0.134 1.728 0.1 -0.3 0.2
H 1.435 -0.707 -1.395 -0.1 0.6 1.1
H -1.806 -0.645 0.111 0.4 1.8 1.8
H -0.534 0.396 0.585 -3.0 -0.7 1.1
H 0.568 0.414 -0.524 1.0 -0.7 -0.4
H 2.132 0.607 -0.755 0.3 0.0 0.1

# 9
8
Properties=species:S:1:pos:R:3:forces:R:3 method="wB97M-V/def2-TZVPD" lumo_energy_ha=0.0279 fmax_ev_per_a=1.3 homo_lumo_gap_ev=12.279 smiles=FCF.O
F -0.587 0.123 2.136 0.9 -0.1 -0.6
F 0.000 0.000 0.000 0.0 0.3 -0.1
O -0.756 2.215 7.054 0.3 -1.1 -0.4
C 0.288 -0.452 1.234 -0.1 -1.2 0.6
H 1.354 -0.270 1.475 -0.7 0.6 0.1
H 0.083 1.932 6.625 -0.9 0.3 0.5
H -1.294 1.393 7.112 0.6 0.9 -0.1
H 0.120 -1.546 1.258 -0.1 0.5 0.0